Formula: C34H75N8O14
Source: the OMol25 dataset
Level of theory: ωB97M-V with the def2-TZVPD basis set

```
131
Properties=species:S:1:pos:R:3:forces:R:3
C -0.487366 -0.883093 -0.164896 -1.19 -1.36 0.46
C 0.157994 0.456017 -0.068776 1.21 0.13 -0.30
O 0.499574 0.976877 -1.150776 0.28 0.48 -1.59
O 0.402884 0.922167 1.046714 0.07 0.40 1.50
H -1.330726 -0.866113 -0.855236 0.08 -0.07 -0.11
H -0.863176 -1.225683 0.799204 -0.20 0.26 0.03
H 0.172284 -1.701463 -0.453406 0.32 0.32 -0.52
C 2.229884 3.220517 -3.210076 1.21 -1.44 -1.79
O 2.441114 4.333997 -2.717156 -0.13 0.82 0.27
N 2.478364 2.848977 -4.473626 -0.91 0.09 1.34
C 2.986144 3.733967 -5.519856 0.65 -0.08 -0.93
C 2.335334 1.393207 -4.779016 0.26 0.25 -0.66
H 2.005644 2.371427 -2.546036 -0.62 0.14 0.55
H 2.844994 4.813757 -5.472726 -0.67 -0.23 0.88
H 2.583774 3.425167 -6.484656 -0.22 -0.14 0.18
H 4.067354 3.626687 -5.606916 0.14 -0.29 0.17
H 1.694164 1.192907 -5.637436 -0.48 0.56 0.17
H 3.288554 0.990417 -5.121406 0.26 0.04 0.56
H 1.950994 0.853157 -3.913726 0.19 0.11 -0.04
C 2.708124 3.680747 0.716954 0.25 0.23 -1.39
O 2.726194 4.625187 -0.084666 -0.17 -0.33 0.37
N 3.789154 2.934147 0.999284 0.73 -0.88 0.19
C 3.597064 1.800307 1.913184 0.32 0.12 -0.18
C 5.144724 3.156917 0.417914 -0.98 0.98 0.02
H 1.788774 3.293867 1.183134 0.09 0.23 0.01
H 4.060534 0.920327 1.467164 -0.15 -0.11 -0.01
H 2.533214 1.635427 2.083874 0.09 -0.13 -0.30
H 4.065754 1.948997 2.885984 0.20 0.27 0.02
H 5.810634 3.515067 1.203024 0.11 -0.27 0.01
H 5.581894 2.328357 -0.139306 -0.36 -0.55 0.53
H 5.087694 3.946407 -0.331456 -0.33 0.19 0.23
C -1.215136 2.154637 -4.327676 -0.54 0.41 -2.29
O -0.988886 2.982527 -5.244516 -0.29 -1.57 1.81
N -2.162756 1.148387 -4.451736 1.63 2.19 0.35
C -2.434186 0.145037 -3.470466 -1.24 -0.45 0.62
C -2.898186 0.988507 -5.667156 -1.09 -0.76 -0.90
H -0.612066 2.182437 -3.406946 -0.50 -0.38 0.20
H -3.501686 0.115087 -3.252156 -0.33 0.32 -0.15
H -2.027516 0.310067 -2.472726 0.73 0.15 -0.47
H -2.252196 -0.845093 -3.888366 0.44 0.02 0.25
H -2.960166 1.794877 -6.397926 0.83 0.26 0.52
H -2.561916 0.078447 -6.163966 0.24 0.05 -0.34
H -3.946426 0.766677 -5.466966 -0.15 0.07 0.51
C -2.563746 2.879737 -0.331526 -0.65 -0.98 -1.26
O -3.299166 2.606357 -1.293386 0.87 0.61 1.49
N -2.516466 4.026567 0.369804 0.01 0.44 -0.78
C -3.505746 5.062167 0.185574 -1.69 0.23 0.03
C -1.444436 4.281237 1.292914 -0.07 0.38 2.00
H -1.866136 2.141447 0.093304 0.15 0.02 -0.22
H -3.285016 5.973227 -0.370616 0.99 -0.03 0.21
H -3.960876 5.321537 1.141444 0.54 0.31 0.36
H -4.404196 4.736827 -0.338856 0.38 -0.88 -0.32
H -0.708546 5.046977 1.047534 -0.08 -0.04 -0.78
H -1.889266 4.645147 2.219074 -0.27 0.34 0.13
H -0.910616 3.420757 1.696284 -0.07 -0.55 -0.90
C 0.576394 -2.079993 3.225884 0.51 -1.42 0.74
O -0.002746 -1.875963 4.297634 1.22 -0.67 -1.59
N 1.412794 -3.180373 2.904174 -1.45 2.47 -0.21
C 1.870174 -3.401153 1.501904 -0.90 -1.08 1.55
C 1.680024 -4.270993 3.797434 0.88 -0.34 0.46
H 0.504354 -1.394943 2.366984 0.02 0.11 0.13
H 2.937994 -3.618593 1.525674 -0.04 0.34 -0.25
H 1.549744 -2.660383 0.769304 0.27 0.25 0.51
H 1.368074 -4.334373 1.246754 0.12 -0.18 -0.57
H 1.245704 -5.218763 3.479304 -0.32 0.04 -0.15
H 2.758944 -4.425863 3.804674 0.24 -0.17 -0.09
H 1.444144 -4.109663 4.849304 -0.51 0.48 -0.31
C 3.494134 -1.324643 -2.254356 2.22 -1.55 -1.01
O 3.695454 -1.517693 -3.454196 -1.41 1.08 0.21
N 4.321844 -1.968403 -1.392066 -0.79 -0.78 0.37
C 4.298674 -1.662853 0.006824 1.37 0.66 0.29
C 5.376394 -2.911553 -1.821846 -0.91 0.32 -0.21
H 2.751074 -0.671323 -1.771406 -0.14 0.04 -0.24
H 5.204334 -1.065423 0.111394 0.07 0.47 0.81
H 4.474204 -2.515443 0.662854 -0.43 -0.18 -0.25
H 3.440614 -1.071183 0.325814 -0.08 -0.19 -0.17
H 5.414114 -2.927243 -2.911086 0.24 0.32 0.18
H 6.322354 -2.647653 -1.348966 0.06 0.17 -0.21
H 5.131694 -3.931133 -1.524066 -0.16 -0.01 0.27
C -3.056446 -0.208923 5.021414 0.73 -0.13 -1.82
O -3.966896 -0.424943 5.774594 -0.61 0.14 0.74
N -3.196076 0.260257 3.737774 0.00 0.26 -0.58
C -2.084106 0.210607 2.767444 0.26 -0.46 0.91
C -4.449006 0.722417 3.180674 -0.26 -0.06 0.44
H -1.992486 -0.426303 5.202854 -0.09 -0.06 0.40
H -1.632986 -0.780493 2.815594 0.08 0.08 0.05
H -1.297556 0.934907 2.979194 -0.06 0.11 0.01
H -2.377616 0.344137 1.726234 -0.53 0.19 0.27
H -4.876816 -0.023423 2.510754 0.08 0.17 -0.39
H -5.225166 0.884057 3.928704 0.38 0.05 0.31
H -4.249846 1.663657 2.668334 -0.26 -0.04 -0.24
C 1.675624 -2.859903 -5.301726 -1.24 0.21 -1.05
O 2.005984 -3.126993 -6.453946 0.00 0.21 1.44
N 0.539124 -2.133363 -5.006996 -0.40 -0.65 0.69
C 0.164364 -1.768363 -3.652116 0.76 -0.25 0.58
C -0.352566 -1.642273 -6.018156 -0.15 -0.28 -1.56
H 2.164344 -3.181923 -4.369166 0.30 -0.03 -0.37
H 0.829214 -2.220263 -2.915996 0.76 0.37 -0.25
H -0.765506 -2.145983 -3.226866 -0.55 -0.13 -0.96
H 0.148754 -0.681693 -3.568436 0.09 0.02 0.37
H -0.365386 -2.259303 -6.916596 0.71 -0.27 0.03
H -1.416046 -1.678933 -5.781996 0.20 0.24 0.86
H -0.070906 -0.651443 -6.374566 -0.16 0.30 0.20
O -0.894926 1.550897 6.655474 1.47 -0.13 -0.70
C 0.257234 1.426847 7.044894 -2.51 -0.17 1.33
O 1.349494 1.303117 6.344734 1.45 -0.96 -1.14
C 1.280574 1.156277 4.913814 -0.76 1.33 -0.98
C 1.234004 2.590007 4.345264 -0.35 -0.41 0.01
C 0.519324 1.389947 8.527474 0.07 0.55 0.04
H 0.411434 0.587887 4.582714 -0.22 0.09 0.49
H 2.125474 0.591337 4.519974 0.34 0.11 0.67
H 1.008334 2.622887 3.279384 0.22 -0.28 -0.11
H 2.161474 3.123657 4.552934 -0.02 0.04 -0.02
H 0.397064 3.116087 4.804474 0.09 0.03 0.22
H 0.680174 0.383937 8.914984 -0.11 -0.06 -0.24
H -0.378006 1.829787 8.962724 0.25 -0.14 0.31
H 1.406454 1.976547 8.766204 -0.03 0.03 0.10
O -6.187456 -4.920163 -1.330306 0.92 0.25 0.76
C -5.306696 -5.351763 -0.613546 -1.21 -0.94 -0.18
O -4.701256 -4.703473 0.394094 0.16 -0.76 0.07
C -5.129446 -3.401463 0.816284 -0.98 -0.40 -1.72
C -4.125786 -2.844633 1.736954 0.12 0.27 0.62
C -4.831296 -6.809903 -0.703136 0.81 0.72 0.03
H -6.121196 -3.446063 1.266334 0.00 -0.39 0.23
H -5.295676 -2.844523 -0.105826 0.25 0.47 0.08
H -4.605026 -1.946583 2.126744 0.59 0.21 0.13
H -3.165446 -2.652103 1.258654 -0.09 0.23 0.00
H -3.959726 -3.516833 2.578784 -0.01 -0.01 0.03
H -5.627396 -7.515383 -0.941076 -0.05 0.35 0.11
H -4.272436 -7.092933 0.188864 -0.34 -0.04 0.11
H -4.087966 -6.855533 -1.499046 -0.09 -0.03 -0.27
```
Forces are in eV/Å.

Values from the calculation:
HOMO energy (spin up / spin down), eV: -8.386 / -8.381
Spin multiplicity: 2
E_LUMO (spin up / spin down), Ha: -0.0038 / -0.1900
Gap between HOMO and LUMO (spin up / spin down), eV: 8.284 / 3.211
Largest force on an atom, eV/Å: 2.9